Entry 1:
This record from OMol25 describes a 2-piece molecular cluster, C2HN2O2 overall at a distorted geometry. The level of theory is the ωB97M-V functional and the def2-TZVPD basis.

Geometry as ORCA input:
```
! wB97M-V def2-TZVPD RIJCOSX def2/J DEFGRID3
* xyz -1 1
H -0.11049 -0.25050 -0.83844
N -0.87112 0.10464 1.00114
C -1.37829 -0.52819 1.87229
O -1.89558 -1.17840 2.71118
N 1.03050 -0.45580 -0.71528
O 1.67782 -0.52823 -1.87346
C 1.24684 -0.57460 0.47426
*
```

For the LUMO energy, the calculation gives 3.62 eV. For the energy relative to the best compared isomer or geometry (same formula, charge and spin), the calculation gives 4.627 eV. As for the orbital gap: 0.31092 Eh.

From a Löwdin analysis of the wavefunction, the atomic charges in e read: H 0.18; N -0.01; C -0.63; O -0.01; N -0.35; O -0.28; C 0.08

Entry 2:
This record from OMol25 describes an isolated molecule of C6H10. The level of theory is the ωB97M-V functional and the def2-TZVPD basis.

Geometry as ORCA input:
```
! wB97M-V def2-TZVPD RIJCOSX def2/J DEFGRID3
* xyz 0 1
H 2.63488 0.58733 -0.24053
C -0.54324 0.30939 -0.14548
H -2.06325 -1.03718 0.32229
C -0.97560 -1.08585 0.17684
H 1.59470 2.53652 1.16509
H -0.52105 -1.31940 1.14557
C -0.62850 -2.20924 -0.79264
H -1.31665 0.99603 -0.51017
H -0.16585 2.45999 1.32172
C 1.71911 -0.00736 -0.01951
H 0.55262 3.03465 -0.18864
H 0.45422 -2.21013 -0.93692
H -1.12812 -2.09017 -1.75800
C 0.66957 2.31867 0.62842
C 0.65881 0.88189 0.19298
H -0.94165 -3.16514 -0.36102
*
```

For the LUMO energy (spin up / spin down), the calculation gives -0.42 / -0.42 eV. For the energy relative to the best compared isomer or geometry (same formula, charge and spin), the calculation gives 4.134 eV. As for the orbital gap (spin up / spin down): 0.28364 / 0.28371 Eh.

From a Löwdin analysis of the wavefunction, the atomic charges in e read: H 0.02; C -0.03; H 0.11; C -0.26; H 0.08; H 0.11; C -0.11; H 0.12; H 0.08; C 0.15; H 0.08; H 0.05; H 0.07; C -0.07; C -0.46; H 0.07

Entry 3:
This record from OMol25 describes an isolated ion of composition C15H17FI2N2 and charge +2 at a distorted geometry. The level of theory is the ωB97M-V functional and the def2-TZVPD basis.

Geometry as ORCA input:
```
! wB97M-V def2-TZVPD RIJCOSX def2/J DEFGRID3
* xyz 2 1
H -1.05339 -2.08119 1.15880
C -1.88684 -0.21453 2.60802
H 1.66173 -0.27396 -4.32872
C 2.39145 -1.85214 -0.24512
C 1.87515 -0.71913 -3.26674
I -5.17955 3.70906 4.55880
H -0.57185 3.22455 2.67952
H 3.52839 -1.64324 -5.18289
F 2.32789 -3.73955 -6.08885
N -1.79013 1.22940 3.02883
H 1.77685 -3.81562 -4.01955
N 2.88994 -1.81728 -3.00979
C 0.28616 -0.05215 0.71418
H 3.43646 -4.69527 -4.38872
C 0.37239 1.52893 1.24424
H 4.04120 -3.21583 -1.57844
I -4.24501 0.87726 4.98834
C 1.24337 -0.69961 -0.44885
C -3.84489 3.15329 1.81726
H -3.18159 3.87839 1.14547
H -4.98813 3.43514 1.68336
C -0.67194 2.07336 2.37885
C -0.91027 -0.94758 1.46515
H -3.68371 2.06302 1.38708
H -2.68806 -0.91534 3.08992
C 1.02032 -0.12590 -1.99597
H 4.76084 -2.56125 -4.06368
C 3.20156 -2.38375 -1.60817
H 2.61924 -2.27324 0.82393
C -3.32894 3.35106 3.36272
H 1.19433 2.24063 0.76909
H -1.91766 2.37332 4.86803
H 0.23238 0.71879 -2.18869
C 2.77772 -3.74604 -4.65740
C 3.62209 -2.35982 -4.25374
H -2.66753 4.30615 3.53776
C -2.64997 1.97005 4.01598
*
```

For the LUMO energy, the calculation gives -8.23 eV. For the energy relative to the best compared isomer or geometry (same formula, charge and spin), the calculation gives 14.501 eV. As for the orbital gap: 0.16675 Eh.

From a Löwdin analysis of the wavefunction, the atomic charges in e read: H 0.13; C 0.06; H 0.16; C 0.08; C 0.08; I 0.75; H 0.16; H 0.15; F -0.11; N -0.12; H 0.14; N -0.11; C -0.08; H 0.14; C 0.06; H 0.16; I 0.83; C -0.09; C -0.19; H 0.10; H 0.07; C 0.07; C 0.08; H 0.08; H 0.10; C 0.07; H 0.15; C 0.11; H 0.13; C -0.72; H 0.13; H 0.14; H 0.12; C -0.09; C -0.10; H 0.09; C -0.75

Entry 4:
This record from OMol25 describes a 2-piece molecular cluster, C25H53N3O5P overall. The level of theory is the ωB97M-V functional and the def2-TZVPD basis.

Geometry as ORCA input:
```
! wB97M-V def2-TZVPD RIJCOSX def2/J DEFGRID3
* xyz -1 1
H 3.67882 2.73408 0.22453
H -4.46436 1.52810 -1.83128
H 5.49602 2.04574 1.76573
H -3.25089 0.23254 1.15973
H 3.30293 1.19041 0.96475
H -3.35421 2.43925 -5.36126
H -0.98707 -2.57946 -3.63388
H 4.28912 -1.41193 2.88331
H 4.76090 2.14713 5.49512
H 3.60062 -3.09839 -0.41217
H -4.17672 1.36645 0.23618
C -5.61497 -2.18355 -0.17492
C -6.07639 -1.64704 1.16522
H -2.79226 4.00625 -3.60949
H -1.42689 2.53021 -1.21629
H -0.97086 -2.75586 -1.90891
H 2.90124 0.48771 3.02323
C 4.56722 2.48123 2.17109
C -2.47952 2.12259 1.09018
H -0.41752 2.19454 -3.13178
C -1.02678 1.52278 -1.30575
C -1.14563 -0.74710 0.08000
H 3.28153 -1.37590 -0.23052
C -0.73560 -2.51403 1.63074
H -5.22582 -1.36847 1.78662
H 6.74410 0.92366 4.71441
H -1.07331 -0.11563 0.97345
H -0.12883 -0.78841 -0.32198
C -3.62926 1.09716 -2.37348
H -1.35207 -2.46477 2.53273
C 1.43794 -2.60997 -2.65626
C 4.81794 -0.46695 3.02053
H -1.33043 3.74581 2.15675
C 5.16939 2.43369 4.52181
H -6.51421 -2.45302 -0.73736
H 5.64852 -0.65552 3.70054
H -2.75638 -1.40696 -2.96556
H 3.56372 -2.72160 -2.69210
H -4.05263 0.37163 -3.06502
H 1.85746 2.10314 -2.93597
C -3.13475 2.19072 -3.25072
H 1.67347 1.15244 -1.43049
H -5.20436 -1.19562 -2.03271
C -3.15995 1.02712 0.42298
C -1.89295 3.01577 1.64096
H 1.95553 -2.50397 -0.22118
H 5.22865 -0.18331 2.05032
H -1.68755 2.01654 -4.85885
O 1.20506 -3.76309 -2.93971
H 1.18134 2.84215 -1.48914
H -1.01734 -4.64458 1.91013
H 0.67805 -4.17937 1.69951
O -3.53703 -1.14331 -0.82931
O -1.52746 -2.04768 0.56073
H 2.50154 2.65543 1.53749
H -0.44983 -4.17715 0.32838
H 0.14155 -1.88831 1.77960
H -2.94257 0.80753 -4.89284
H 5.15672 3.52855 4.51026
O -4.78717 -3.31260 -0.01796
H -4.70392 -3.49931 0.91895
O 0.56168 -1.61713 -2.73784
H 7.24017 2.55604 5.13090
C 3.44515 2.24850 1.17288
C 1.22783 1.90965 -2.07009
C 2.91765 -2.29683 -0.66860
H -6.69658 -0.76598 1.03362
H 4.74440 3.55716 2.25693
P -2.35994 0.16051 -1.15651
C 3.84595 0.58999 3.56209
C -4.89765 -1.06216 -0.98346
C -1.83495 -0.88836 -2.69979
C 2.78846 -2.14932 -2.19611
H 3.60193 0.35987 4.60224
C -0.34204 -3.97341 1.38800
H 7.04473 2.11103 3.43926
H -1.63451 -0.27588 -3.57347
C 6.63055 1.97129 4.43821
H -5.35707 -0.12214 -0.65942
N -0.10874 1.49468 -2.46922
N 4.24806 1.98524 3.49768
H 2.91771 -1.10648 -2.46223
H -6.67802 -2.38020 1.70382
N -3.14118 3.40800 -2.86016
C -2.74537 1.85367 -4.67987
C -0.84390 -2.02966 -2.70464
H -0.38620 1.42442 -0.43331
*
```

For the LUMO energy, the calculation gives 2.52 eV. As for the orbital gap: 0.25255 Eh.

From a Löwdin analysis of the wavefunction, the atomic charges in e read: H 0.07; H 0.07; H 0.10; H 0.08; H 0.05; H 0.07; H 0.12; H 0.07; H 0.11; H 0.07; H 0.07; C -0.41; C -0.06; H 0.03; H 0.07; H 0.12; H 0.10; C -0.27; C -0.22; H 0.07; C -0.30; C -0.25; H 0.05; C -0.29; H 0.08; H 0.05; H 0.08; H 0.08; C -0.20; H 0.11; C -0.54; C -0.08; H 0.00; C -0.26; H 0.13; H 0.05; H 0.08; H 0.11; H 0.06; H 0.07; C -0.49; H 0.06; H 0.11; C -0.25; C 0.07; H 0.06; H 0.06; H 0.06; O 0.09; H 0.07; H 0.06; H 0.06; O -0.32; O -0.20; H 0.09; H 0.07; H 0.10; H 0.06; H 0.11; O -0.02; H 0.08; O 0.00; H 0.07; C -0.09; C -0.16; C -0.06; H 0.08; H 0.12; P 0.74; C -0.24; C -0.28; C -0.21; C -0.14; H 0.11; C -0.07; H 0.06; H 0.06; C -0.09; H 0.09; N -0.13; N -0.20; H 0.10; H 0.07; N 0.10; C -0.06; C -0.17; H 0.06

Entry 5:
This record from OMol25 describes C13H10AuNOS as an isolated structure at a distorted geometry. The level of theory is the ωB97M-V functional and the def2-TZVPD basis.

Geometry as ORCA input:
```
! wB97M-V def2-TZVPD RIJCOSX def2/J DEFGRID3
* xyz 0 1
C 3.43369 -1.65151 -2.81662
C 0.31521 1.26390 1.17375
H -0.57578 1.13831 -2.01736
N 3.37570 -2.75307 -3.12328
S 1.54109 0.73559 -0.07028
C -1.33745 -2.15242 -2.14152
C 0.46033 -1.75987 -0.60847
H -0.34103 -3.69157 -1.03679
O 2.49169 -0.10981 0.66033
H 1.20765 -2.10750 0.08889
C -0.44020 2.40265 0.96771
C 0.21601 0.54197 2.34604
C -0.40460 -2.63460 -1.24067
Au 3.45642 0.16652 -2.18679
H -2.11048 -0.43244 -3.14808
C -0.67396 0.95025 3.32404
C -1.32792 2.81067 1.95104
C -0.53498 0.08136 -1.79933
H -0.74940 0.39457 4.24695
H -1.91397 3.70829 1.81893
H 0.85281 -0.31812 2.48265
H -0.33409 2.97630 0.05872
C -1.44677 2.08091 3.12264
C 0.37682 -0.40879 -0.88231
H -2.13129 2.40345 3.89329
H -2.00789 -2.83605 -2.63648
C -1.39760 -0.79897 -2.42700
*
```

For the LUMO energy, the calculation gives -1.18 eV. For the energy relative to the best compared isomer or geometry (same formula, charge and spin), the calculation gives 0.345 eV. As for the orbital gap: 0.30576 Eh.

From a Löwdin analysis of the wavefunction, the atomic charges in e read: C -0.54; C -0.36; H 0.11; N -0.03; S 0.88; C -0.07; C -0.08; H 0.11; O -0.54; H 0.11; C -0.09; C -0.07; C -0.06; Au 0.68; H 0.11; C -0.07; C -0.08; C -0.10; H 0.11; H 0.11; H 0.11; H 0.11; C -0.08; C -0.40; H 0.10; H 0.10; C -0.07

Entry 6:
This record from OMol25 describes C46H47AuClF4N10O3PS as an isolated structure. The level of theory is the ωB97M-V functional and the def2-TZVPD basis.

Geometry as ORCA input:
```
! wB97M-V def2-TZVPD RIJCOSX def2/J DEFGRID3
* xyz 2 1
N -1.62673 -3.15653 7.37049
C 0.30678 1.89239 -4.05182
C 3.34001 -1.01223 0.68665
C 3.90138 -6.43016 -1.66953
H 0.24291 3.48864 -5.51977
F -2.54456 2.08483 6.46028
C 2.19119 -7.83762 2.21731
C 1.11562 -7.03246 1.85007
C 3.20371 1.75059 -0.10161
H 2.64207 0.12613 -2.92494
N -3.29971 3.89196 0.99054
H 1.36578 3.77349 -4.18019
C 2.56833 -5.98475 -2.28488
C -1.81848 -2.05384 7.11428
C 1.46098 -5.93851 -1.18057
H -0.00288 1.07332 -4.70067
C 0.37213 -2.77414 -1.42207
H 0.99482 1.50538 -3.30545
H 4.64394 -6.53906 -2.46089
H 2.00481 -7.91593 -0.52000
N -1.74251 0.72350 9.03230
H 1.18513 -6.77618 -3.80148
Au 0.25085 0.15800 -0.50680
H 1.39198 -4.71611 4.32901
C 0.95684 3.01320 -4.84648
H 0.53884 -7.85528 -1.46698
H 2.88543 -6.83165 -4.24509
H -4.99058 3.19293 -3.17761
H -3.75995 1.93104 -3.09081
C -2.83032 0.94610 3.03952
N 0.05917 -1.91500 -0.45099
C -0.66214 -2.65328 0.44145
N -1.90220 0.27105 -0.28338
S 0.39544 2.46619 -0.93341
C 3.49833 3.48324 1.53304
P 2.57867 0.12745 -0.48163
C 2.98343 -7.52557 3.31339
C -2.60492 1.26808 5.43505
H 1.77658 -2.48901 0.82878
C 1.09172 -7.34066 -0.67824
O 0.07568 0.36248 1.94217
N -0.07950 -3.96518 -1.08394
H -0.72707 -5.84812 -1.49306
C 4.63575 -0.67291 1.09100
O 0.46626 -0.14225 3.95528
H -0.12289 -8.37154 0.74208
H 0.96200 -2.56778 -2.29669
H 2.45626 -5.62837 0.48050
C 1.61459 -5.58700 3.72670
H 6.36370 -1.28570 2.18692
F -2.76537 -1.26412 2.19620
C -2.70036 -0.45630 3.25688
H -1.93222 3.71802 -0.64326
N -0.74294 -3.90347 0.08943
F -2.33308 -2.28194 4.58640
C -3.11444 3.89709 -2.40124
H 3.97790 2.17008 -2.07559
H 4.82646 4.39303 -1.45323
Cl 3.67693 -5.98719 5.42516
C -2.37545 0.75800 0.65518
C 4.31500 3.78695 -0.71797
H 3.07268 -4.02725 2.19935
C 5.36427 -1.55423 1.87304
H 0.00458 -5.27348 2.35254
C 0.28575 -7.36518 0.62904
C 3.51957 -3.09586 1.87498
H -0.56703 -6.68405 0.58362
C 3.02745 2.22406 1.20147
H 2.53663 1.60751 1.94491
H 2.90228 -3.84561 -2.07437
C -0.94113 2.74791 -2.06969
C 0.15812 -5.25773 -1.71405
C 2.80047 -4.58566 -2.87394
N 0.87830 -0.15677 2.81666
N -1.96554 3.43437 -1.61630
C -4.16330 2.80887 -2.58288
C -1.90884 0.13823 8.05845
C 3.83956 2.53369 -1.06498
H 0.20906 -5.10750 -2.78884
H 4.28333 -5.69036 -0.96383
C 3.15828 -0.38505 -2.11487
H -1.05438 -2.25748 1.36261
C 4.80942 -2.76358 2.26431
H -1.65840 2.63532 -3.92519
C -2.85989 1.47694 1.76142
C 2.69128 -6.39482 4.05878
H 1.76773 2.61437 -5.45540
O 1.90406 -5.10576 -0.11355
H 3.72652 -4.58149 -3.44968
H 5.07715 0.27260 0.80517
H 3.81554 -8.15646 3.59364
H 2.00474 -4.28599 -3.56296
H -4.55564 2.49172 -1.61742
H 2.41698 -8.73206 1.64725
N -0.88442 2.35947 -3.33507
H 2.99716 -1.46062 -2.19982
H -3.52580 4.74525 -1.85826
H -2.75669 4.28215 -3.35972
C 2.19142 -6.95098 -3.41199
H 3.83389 -7.39267 -1.16297
C -2.85402 1.77080 4.21090
H 2.24831 -7.98972 -3.08768
C -2.05914 -0.66018 6.87788
H 5.38066 -3.44411 2.88170
C 4.13952 4.26051 0.57648
H 4.50851 5.24216 0.84217
F -3.02769 3.07490 4.05665
C -3.12481 2.84112 1.42477
H 3.37388 3.85583 2.54053
H 4.23180 -0.19926 -2.17161
C 2.78492 -2.22583 1.08937
C 0.83690 -5.91099 2.62568
C -2.48044 -0.98342 4.47179
C -2.37609 -0.15068 5.65739
*
```

For the LUMO energy (spin up / spin down), the calculation gives -7.72 / -7.73 eV. As for the orbital gap (spin up / spin down): 0.17520 / 0.17508 Eh.

Löwdin population analysis, charges in e, atoms 1 to 99: N 0.25; C -0.24; C -0.33; C -0.03; H 0.08; F 0.18; C -0.03; C -0.24; C -0.48; H 0.04; N 0.22; H 0.08; C -0.52; C -0.13; C -0.41; H 0.13; C -0.11; H 0.04; H 0.10; H 0.11; N 0.26; H 0.09; Au 0.85; H 0.11; C -0.06; H 0.13; H 0.10; H 0.09; H 0.07; C 0.00; N -0.09; C -0.16; N 0.11; S 0.75; C -0.04; P 0.92; C -0.09; C -0.11; H 0.07; C -0.11; O -0.29; N -0.07; H 0.14; C -0.07; O -0.06; H 0.13; H 0.13; H 0.09; C -0.12; H 0.12; F 0.11; C -0.15; H 0.08; N 0.18; F 0.17; C -0.20; H 0.10; H 0.12; Cl 0.69; C -0.14; C -0.05; H 0.09; C -0.04; H 0.10; C -0.11; C -0.04; H 0.10; C -0.10; H 0.10; H 0.06; C -0.67; C -0.01; C -0.05; N -0.24; N 0.02; C -0.06; C -0.13; C -0.10; H 0.12; H 0.09; C -0.19; H 0.11; C -0.03; H 0.14; C -0.12; C -0.68; H 0.09; O -0.02; H 0.10; H 0.11; H 0.11; H 0.08; H 0.07; H 0.12; N 0.04; H 0.03; H 0.13; H 0.12; C -0.03

- Which formula does entry 3 have?
  C15H17FI2N2